19
Properties=species:S:1:pos:R:3 method="wB97M-V/def2-TZVPD" fmax_ev_per_a=4.1 homo_ev="-11.2010 / -11.2006" e_above_lowest_kcal_mol=69.33 total_charge=+1 gap_ev="7.0 / 7.0"
C -2.107 -0.342 0.195
C -0.664 1.184 1.718
C 2.029 -0.599 -1.375
C -1.014 0.568 0.366
N -2.380 -1.142 -0.912
N 2.678 -0.758 -0.248
O -2.824 -0.679 1.238
S 0.065 0.791 -1.004
H -0.569 0.437 2.494
H 0.262 1.773 1.655
H -1.472 1.875 2.065
H 1.485 -1.430 -1.713
H 2.689 -0.008 -2.170
H -3.336 -1.388 -1.070
H -1.698 -0.901 -1.719
H -3.450 -1.396 1.123
H 2.554 -1.532 0.298
H 3.329 -0.082 0.059
H 0.740 1.857 -0.418

18
Properties=species:S:1:pos:R:3 method="wB97M-V/def2-TZVPD" smiles=CNC[C@H](N)C[S-] fmax_ev_per_a=2.0 homo_ev=-2.4301 e_above_lowest_kcal_mol=17.07 total_charge=-1 gap_ev=6.3
C -2.480 -0.646 1.624
N -1.191 -0.089 1.977
C -0.099 -0.276 0.975
C -0.177 0.688 -0.206
N -1.164 0.162 -1.171
C 1.191 0.961 -0.855
S 2.161 -0.516 -1.223
H -3.063 0.028 0.994
H -3.037 -0.890 2.533
H -2.299 -1.605 1.138
H -1.273 0.887 2.215
H 0.803 -0.110 1.501
H -0.156 -1.318 0.693
H -0.609 1.635 0.148
H -1.148 0.773 -1.978
H -0.818 -0.749 -1.453
H 0.975 1.526 -1.774
H 1.730 1.627 -0.170

18
Properties=species:S:1:pos:R:3 method="wB97M-V/def2-TZVPD" smiles=NCNCCC[S-] fmax_ev_per_a=1.3 homo_ev=-2.4319 e_above_lowest_kcal_mol=19.31 total_charge=-1 gap_ev=6.3
N -1.251 -1.583 0.325
C -0.746 -1.019 1.579
N 0.466 -0.231 1.531
C 0.413 0.983 0.699
C 1.005 0.814 -0.729
C -0.016 0.871 -1.862
S 0.284 -0.370 -3.197
H -0.734 -2.411 0.074
H -1.163 -0.912 -0.428
H -1.519 -0.388 1.988
H -0.586 -1.854 2.255
H 1.249 -0.794 1.237
H -0.636 1.298 0.674
H 0.976 1.748 1.223
H 1.458 -0.179 -0.716
H 1.809 1.534 -0.835
H -1.022 0.623 -1.519
H 0.011 1.871 -2.299

18
Properties=species:S:1:pos:R:3 method="wB97M-V/def2-TZVPD" smiles="C/C(S)=C/[NH2+]CN" fmax_ev_per_a=5.9 homo_ev=-12.7293 e_above_lowest_kcal_mol=23.27 total_charge=+1 gap_ev=9.6
C -2.345 -1.249 -1.112
C -1.384 -0.402 -0.375
S -1.786 1.246 0.033
C -0.118 -0.945 0.139
N 0.786 -0.118 0.885
C 1.823 0.724 -0.018
N 2.725 1.454 0.711
H -3.207 -1.468 -0.478
H -2.707 -0.738 -2.004
H -1.888 -2.191 -1.399
H -3.069 1.175 -0.294
H 0.201 -1.929 -0.138
H 1.336 -0.701 1.529
H 0.247 0.563 1.437
H 1.170 1.352 -0.625
H 2.313 -0.032 -0.633
H 2.414 2.286 1.185
H 3.490 0.974 1.159